# 1
Below is 8 unconnected molecules or ions with the total composition C49H56ClF21N2O17S in a non-equilibrium geometry, with properties calculated with ωB97M-V/def2-TZVPD.

CARTESIAN COORDINATES (ANGSTROEM)
N 0.34317 4.43379 2.00741
H -5.71724 4.10361 0.42955
H 5.63343 -1.77036 0.13846
C -6.43753 -1.00574 8.07865
O -7.22228 3.11009 1.73092
F 2.34248 1.98086 -3.76476
H -5.88927 -0.40054 -11.99718
H -6.13278 -6.07536 10.63589
H -7.23113 -6.28746 13.50743
C -8.08104 -2.58245 11.00011
F -9.99262 -2.20405 -10.80368
H -8.36870 -0.38204 8.82398
C -3.90263 3.14941 4.18236
F 8.21989 1.66451 5.00941
C -7.88312 -1.67397 -9.76645
C -1.99904 -2.20148 -9.47554
H 4.96046 2.50399 5.58715
H -8.44103 -1.57390 7.50315
C 7.26257 -0.89146 8.08097
C 8.56952 0.63781 -4.53791
C 5.20239 0.44794 -0.62873
O 7.55672 -0.22894 6.84150
H -1.03970 1.22491 -7.74445
C 3.51975 3.63868 2.37532
O -5.61637 0.63055 6.09357
O -7.76055 -4.92847 11.28826
C 7.34535 0.08531 9.23895
O -0.04562 2.37506 -5.47109
C -2.68051 3.83920 5.03484
H 6.91358 -0.71999 1.91308
H -2.15517 2.55954 -8.10020
H -5.88351 -0.13005 8.43666
F 2.56840 0.04285 -4.73986
H -4.32440 1.57852 0.75039
H 6.60105 0.32958 -3.73682
H -0.16257 0.82380 -1.70996
H 3.37438 -1.23236 -9.87258
H 4.65509 3.55544 2.06564
H 4.66556 -1.62397 -1.57273
C -6.04960 -1.11078 -11.17950
O -5.87110 -3.64752 11.05665
H 8.36343 0.46971 9.35950
F -9.88007 -2.42387 -8.63845
C -2.19531 3.29979 1.85838
H -6.32627 -1.78844 8.83609
F -2.92341 -1.20751 -9.34822
H -5.85312 -7.21934 12.87259
F -8.68772 -2.55585 9.77795
O -5.86391 -1.51602 6.86525
F 6.68516 -1.30880 -9.08566
C -1.23960 4.27840 4.31274
F 0.73573 0.50961 -3.65696
H 0.05409 3.45776 -7.26229
H -8.05018 0.10280 7.14602
H 7.40275 -1.16810 -4.20597
C 6.49236 0.31393 2.26801
H 1.49702 -1.89863 -11.42864
C 3.20628 1.69437 0.28092
H -5.97398 -2.87026 -12.43112
F -5.54789 -2.34598 4.29761
C -4.84907 -1.25438 4.72255
C 4.94019 0.60970 1.75776
C 9.05446 0.59919 5.18002
H 2.59727 0.13258 -1.57550
F -7.49491 -1.36197 11.15984
C 1.06553 1.62736 -5.76615
H 3.27172 4.80326 2.37350
H -5.74674 -5.45721 13.06145
C -1.60539 2.05158 -7.30239
O -0.51036 -0.65952 -10.67037
H 1.85834 -0.44803 -9.38421
Cl 2.42808 4.21310 5.05147
C 4.91584 2.99640 4.52273
H -5.56489 -0.69220 -10.28968
C -5.48544 -0.58055 5.93658
H -7.58235 -6.95587 11.11476
C 3.36585 3.04629 3.89646
O 0.30994 -2.64858 -9.87333
F 10.31630 1.07062 4.96991
F -9.92473 -0.43403 -9.53079
C 2.54562 2.87918 1.25850
C 7.25578 -0.11963 -4.49066
C -0.68634 3.02041 -6.58228
C 1.67305 1.04097 -4.49338
H 1.03123 4.86702 2.66134
C -7.09382 -3.74115 11.12544
H 5.65710 2.53334 3.74461
F -9.08559 -2.64251 11.92086
H 7.24837 1.16099 1.90249
C -7.90960 -0.69570 7.88183
H -5.58711 -3.18356 -10.74477
C 6.13589 -0.71238 -7.98965
C 6.97555 -0.89280 -6.72660
O 1.51525 1.48945 -6.90074
H 9.05601 0.63098 -3.55808
H 2.80747 2.02101 3.97906
H 6.69840 0.94952 9.06104
C -0.93928 4.02069 2.69505
C 2.36420 -1.41289 -9.49346
H 8.40549 1.67490 -4.84547
H 6.24127 -1.27762 7.99997
C -4.82030 2.16893 1.64588
C 0.01511 2.49259 0.04718
H -0.45910 4.78770 5.03234
H 9.25510 0.19445 -5.26743
C -6.41068 -6.28232 12.78363
H 7.92214 -1.75426 8.23091
F -1.85328 -2.74333 -8.23229
C -9.40823 -1.68783 -9.68452
H 2.43350 -1.85039 -8.49304
C -0.67736 -1.71690 -10.06819
H -2.88832 4.04527 6.18316
O -7.11688 -1.99197 -8.86074
C -5.46300 -2.45845 -11.55570
O 5.97757 0.78649 -1.66511
H -5.34287 1.33872 2.31979
C 4.82620 -1.17451 -0.47969
O 3.87139 0.19409 2.44222
F 5.95734 0.59830 -8.32245
H 7.04493 -0.39630 10.17415
H -4.39564 -2.36791 -11.77781
C -6.94295 -6.10572 11.37390
C 1.59653 -2.33093 -10.42607
O 9.80005 -0.45772 7.26531
F -3.58338 -1.69251 4.98429
F 8.79209 -0.25701 4.15020
C 0.93978 3.33343 1.15809
F -2.58212 -3.16677 -10.24410
H 6.49726 0.31360 3.45242
C -3.62975 2.88084 2.57518
H 5.22884 4.14265 4.63201
H 2.13719 -3.27664 -10.53583
F 4.88590 -1.24311 -7.85435
H -4.92574 2.88358 4.73295
C 0.59108 1.32025 -0.94374
C 2.19578 0.95422 -0.82649
N 4.67584 1.37519 0.44414
F -4.74902 -0.42670 3.64386
H -2.32180 1.60873 -6.60404
O 6.57158 -0.01982 -5.74910
S -1.82519 3.00569 0.00689
H -1.27498 3.84771 -6.17264
C -5.98652 3.23046 1.19769
C 8.88571 -0.07223 6.54149
H 3.74669 -1.22833 0.02549
O -7.46919 -1.21467 -10.99057
O 7.86841 -1.72261 -6.57570

Values from the calculation:
HOMO-LUMO gap = 6.860 eV
Energy above the lowest of the compared OMol25 structures with the same formula, charge and spin = 24.191 eV
HOMO = -0.2822 Ha
Max |F| = 0.166 Eh/bohr

=====

# 2
Below is a molecular structure, C49H56ClN5O3ReS in a non-equilibrium geometry, with properties calculated with ωB97M-V/def2-TZVPD.

CARTESIAN COORDINATES (ANGSTROEM)
N 0.39315 1.33373 -2.13327
H -2.70364 1.95772 -5.03696
H 2.74525 -0.82831 -3.28759
H -2.44340 2.34826 -6.74272
H -3.49491 -0.35361 3.97612
C -2.89274 -2.83558 1.75524
H -0.08211 -5.01582 -3.16373
C -3.17306 -0.82836 3.05794
H 6.18102 -2.02186 -2.83412
C 0.06604 -3.95516 -1.30353
H 1.40551 0.82242 -6.39797
H -0.11266 -1.11952 -5.90889
H -1.69383 3.74522 -3.29340
H -2.09486 -2.56040 -0.20809
H 0.01282 2.48697 -6.36654
H 4.29558 -4.36255 2.55735
H -4.96508 5.53414 2.57749
C -1.77793 0.12496 -0.34174
H -0.15732 2.22236 6.13333
H 0.56912 -5.43509 1.71775
H 0.30502 -7.24643 -2.11240
C 5.53015 -1.47118 -2.15411
H 6.12568 -1.15128 -1.29708
C -2.32033 4.59318 -0.79034
Cl -3.89572 -3.14121 4.24863
C 0.67925 0.64887 4.06382
C 0.25178 -4.06835 0.06661
H -1.65346 7.20628 -1.52838
H -3.24765 6.45068 1.01407
C -3.27258 -2.20745 2.92681
H 0.53844 0.00452 6.08114
H 4.46106 -1.88156 2.38255
H -3.82592 6.04065 -1.15655
C 4.24329 -2.47235 1.48923
H 5.20059 -2.64565 0.99517
C 3.41825 -1.62459 -0.79228
H 4.73724 -3.23118 -1.18541
C -0.65981 2.54321 -5.51062
C -2.25692 -0.69174 0.82174
C 0.43388 -5.31946 0.64960
H -2.47240 5.69534 2.38775
H 1.42132 -1.66235 -6.59880
H -0.84462 3.46340 5.10826
C -1.19213 3.14779 2.28984
C 2.39954 -0.70239 -1.21903
C -1.46438 3.51045 -1.21446
C 1.55790 0.21653 -5.50407
H -2.98176 -3.90977 1.65809
H -2.63165 7.24289 -3.00044
C -2.67236 -0.08297 2.00672
H 1.31855 -1.14343 5.01724
C -0.16530 1.73244 4.06897
H -4.25968 3.91721 2.42948
H -5.03087 4.66889 1.03525
C -2.30877 4.59636 0.57028
H -2.60608 2.25142 6.45594
N 0.27706 1.22132 1.87149
H 2.67926 -3.66276 2.41882
C 0.96311 -1.18220 -5.73395
C 2.60598 0.47221 5.66789
H 0.03346 -2.57751 -2.84911
C 1.90383 -0.58219 2.27662
H 5.17859 -0.57395 -2.66862
H 2.63829 0.13624 -5.36078
H -2.87813 2.06429 4.71760
H 0.23176 -3.16821 0.67932
C 0.98610 0.36035 2.70381
Re 0.13476 1.11123 -0.13790
H 0.12916 -1.91040 -1.30647
N -0.18824 -2.68299 -1.87357
C -1.19995 3.16094 -2.52698
C 0.94162 0.90652 -4.32719
C -0.01113 1.89535 -4.32767
H -0.81972 3.60401 -5.30772
H 3.01734 -0.10344 6.49697
C -2.09208 6.58882 -2.31432
C -0.79202 2.38375 5.26069
C 2.28412 -0.81941 0.97452
C 3.36682 -1.67797 0.56952
C -1.99757 1.87927 -5.86541
O -0.32115 -8.88910 0.21026
H -1.65484 3.74568 3.06552
C -3.03220 5.53685 -1.70921
O 2.07158 -8.45523 -0.01483
O 0.89893 -7.78815 2.02790
C 0.46385 -6.45701 -0.13278
C -3.07236 5.48926 1.49885
C -4.41358 4.86778 1.91324
H 1.12325 -1.82560 -4.86638
N 1.69126 -0.23677 -0.13192
H -2.45248 0.95582 -0.54527
S 0.80967 -8.06144 0.59896
C 0.28163 -6.34668 -1.50952
C 1.23691 -0.07989 5.24714
C -2.39021 -2.07240 0.70955
C -0.33271 2.17690 -2.96235
C -2.19612 1.82848 5.53820
H -1.27259 6.11969 -2.86172
H 3.41707 -4.43535 1.02598
H 3.31471 0.43444 4.83823
C 0.07212 -5.10485 -2.09086
H 2.52197 1.51452 5.98219
H -1.67136 -0.48317 -1.24074
H -1.85589 0.81926 -6.08054
H 3.80838 -2.71788 -2.57073
C 2.14211 -0.34749 -2.52795
C 1.20680 0.57308 -2.96157
H -2.16529 0.74282 5.64494
C -0.40198 2.09519 2.71059
C 3.62425 -3.81356 1.89666
H -3.51973 4.97212 -2.50743
H -2.62074 0.99692 2.10138
N -0.95992 2.85674 -0.11900
C 4.35749 -2.34983 -1.70125
H 2.41740 -1.14961 3.04227
C -1.45514 3.50902 0.98472

Values from the calculation:
HOMO-LUMO gap (spin up / spin down) = 3.562 / 3.715 eV
HOMO (spin up / spin down) = -0.2463 / -0.2463 Ha
Max |F| = 0.037 Eh/bohr
Multiplicity = 2

=====

no.,molecular weight (g mol⁻¹)
1,1411.46
2,1016.75